A cluster of 3 separate species, C4H4N2 in total, computed with wB97M-V/def2-TZVPD.

Cartesian coordinates (Å):
N -1.080 -0.409 -1.776
N 1.729 0.389 1.125
C 2.311 -0.007 0.232
C -0.189 -0.207 -2.452
C -1.168 0.255 2.072
C -1.977 0.065 1.214
H -2.674 -0.098 0.447
H -0.446 0.418 2.814
H 2.840 -0.378 -0.608
H 0.654 -0.028 -3.067

Values from the calculation:
SMILES string	C#C.C#N.C#N
HOMO	-9.93	eV
HOMO-LUMO gap	10.52	eV
total energy	-264.1886	Ha
E_LUMO	0.59	eV

=====

An isolated molecule of C4H4N2, computed with wB97M-V/def2-TZVPD.

Cartesian coordinates (Å):
N -0.060 -0.327 -0.365
N -1.334 1.061 -1.089
C 0.966 -1.308 -0.625
C -1.442 1.665 0.028
C -0.834 1.367 1.275
C -0.232 0.361 0.685
H 1.761 -0.880 -1.237
H 0.524 -2.156 -1.158
H 1.421 -1.701 0.293
H -0.769 1.919 2.193

Values from the calculation:
HOMO (alpha / beta)	-8.95 / -8.95	eV
HOMO-LUMO gap (alpha / beta)	7.56 / 7.56	eV
total energy	-264.0892	Ha
E_LUMO (alpha / beta)	-1.38 / -1.38	eV

=====

An isolated molecule of C4H4N2O, computed with wB97M-V/def2-TZVPD.

Cartesian coordinates (Å):
O 0.117 0.269 2.386
N -0.847 -1.121 -0.741
N -0.512 0.160 -1.162
C -0.212 0.212 1.177
C 0.031 1.071 -0.146
C -0.781 -1.092 0.563
C 0.991 0.277 -0.974
H -1.225 -1.871 1.171
H -0.497 2.052 -0.059
H 1.380 -0.630 -0.416
H 1.556 0.674 -1.799

Values from the calculation:
SMILES string	O=C1C=NN2C[C@H]12
HOMO	-9.81	eV
HOMO-LUMO gap	9.39	eV
total energy	-339.4424	Ha
E_LUMO	-0.42	eV

=====

An isolated molecule of C4H4N2O, computed with wB97M-V/def2-TZVPD.

Cartesian coordinates (Å):
O 1.300 0.792 -0.107
N -1.589 -1.440 0.103
N 1.775 -1.393 -0.238
C 1.610 -0.312 0.300
C -1.313 -0.245 -0.087
C -1.008 1.050 0.007
C 0.323 1.595 -0.079
H 0.536 2.670 -0.145
H -2.083 -2.024 -0.551
H 2.300 -2.139 0.167
H -1.851 1.447 0.631

Values from the calculation:
HOMO (alpha / beta)	-6.91 / -7.29	eV
HOMO-LUMO gap (alpha / beta)	7.12 / 7.56	eV
total energy	-339.3530	Ha
E_LUMO (alpha / beta)	0.21 / 0.27	eV

=====

An isolated molecule of C4H4N2O, computed with wB97M-V/def2-TZVPD.

Cartesian coordinates (Å):
O -2.431 1.214 -0.144
N -0.189 1.568 0.001
N 1.259 -0.299 0.067
C 0.958 1.020 0.036
C -1.061 -0.728 -0.083
C 0.196 -1.220 0.011
C -1.319 0.733 -0.074
H 1.868 1.626 0.014
H -1.931 -1.380 -0.157
H 0.409 -2.288 -0.005
H 2.241 -0.247 0.336

Values from the calculation:
SMILES string	O=c1cc[nH]cn1
HOMO	-9.41	eV
HOMO-LUMO gap	9.80	eV
total energy	-339.5569	Ha
E_LUMO	0.40	eV

=====

A structure of composition C4H4N2O, computed with wB97M-V/def2-TZVPD.

Cartesian coordinates (Å):
O -2.550 1.329 -0.306
N -0.362 1.437 -1.051
N 1.211 -0.059 -0.109
C 0.824 0.955 -0.951
C 0.210 -0.444 0.531
C -1.408 0.942 -0.281
C -1.069 -0.183 0.682
H 1.650 -2.729 0.733
H 1.626 1.353 -1.556
H -1.851 -0.594 1.291
H 1.720 -2.007 1.016

Values from the calculation:
HOMO (alpha / beta)	-9.67 / -9.67	eV
HOMO-LUMO gap (alpha / beta)	7.76 / 7.76	eV
total energy	-339.4299	Ha
E_LUMO (alpha / beta)	-1.91 / -1.91	eV

=====

An isolated molecule of C4H4N2O, computed with wB97M-V/def2-TZVPD.

Cartesian coordinates (Å):
O 0.088 1.220 -0.606
N -0.871 -1.188 0.443
N 2.443 0.210 0.262
C -1.152 1.028 -0.385
C -1.631 -0.111 0.263
C 0.428 -1.221 0.248
C 1.289 -0.126 0.067
H -2.689 -0.225 0.478
H 0.916 -2.195 0.263
H 2.998 0.858 -0.274
H -1.893 1.753 -0.769

Values from the calculation:
SMILES string	N=C=C/N=C\C=O
HOMO	-8.42	eV
HOMO-LUMO gap	8.01	eV
total energy	-339.4779	Ha
E_LUMO	-0.41	eV

=====

An isolated molecule of C4H4N2O, computed with wB97M-V/def2-TZVPD.

Cartesian coordinates (Å):
O -2.036 -0.682 -1.625
N 0.676 0.477 0.974
N -1.159 1.040 -0.397
C 0.973 -0.643 0.215
C 0.161 -0.986 -0.797
C -1.098 -0.243 -0.994
C -0.344 1.297 0.556
H 0.361 -1.846 -1.424
H -0.395 2.255 1.075
H 0.907 0.486 1.955
H 1.904 -1.151 0.453

Values from the calculation:
SMILES string	O=c1cc[nH]cn1
HOMO	-9.44	eV
HOMO-LUMO gap	9.88	eV
total energy	-339.5687	Ha
E_LUMO	0.43	eV

=====

An isolated molecule of C4H4N2O, computed with wB97M-V/def2-TZVPD.

Cartesian coordinates (Å):
O 1.353 -1.993 1.425
N 0.742 0.928 0.124
N -1.337 0.994 -0.681
C 0.379 -0.385 -0.140
C -0.877 -0.275 -0.696
C -0.333 1.689 -0.190
C 0.564 -1.649 0.577
H -0.330 -2.250 0.308
H -0.371 2.757 -0.038
H -1.415 -1.097 -1.150
H 1.626 1.280 0.463

Values from the calculation:
SMILES string	O=Cc1cnc[nH]1
HOMO	-9.50	eV
HOMO-LUMO gap	9.92	eV
total energy	-339.5493	Ha
E_LUMO	0.42	eV

=====

An isolated molecule of C4H4N2O, computed with wB97M-V/def2-TZVPD.

Cartesian coordinates (Å):
O -0.900 -2.097 -1.011
N -1.619 0.625 0.370
N 1.159 1.587 0.529
C -0.475 -1.150 -0.440
C 0.433 0.604 0.305
C 0.586 -0.865 0.592
C -0.908 0.408 -0.693
H 0.845 2.476 0.149
H 1.559 -1.250 0.275
H -1.065 0.853 -1.690
H 0.386 -1.191 1.613

Values from the calculation:
HOMO (alpha / beta)	-8.64 / -8.58	eV
HOMO-LUMO gap (alpha / beta)	7.61 / 7.63	eV
total energy	-339.3866	Ha
E_LUMO (alpha / beta)	-1.03 / -0.95	eV